(1)
2 unconnected molecules or ions with the total composition C5H11O2 in a non-equilibrium geometry. Source: the Open Molecules 2025 dataset; level of theory: wB97M-V/def2-TZVPD.

Its net charge is -1. The calculation puts the HOMO-LUMO gap at 8.0 eV. The energy relative to the best compared isomer or geometry (same formula, charge and spin) comes out at 0.5499 eV. The LUMO energy is 4.0 eV.

Geometry (Å):
C: 0.521 -1.069 -3.010
C: 1.067 -2.034 -1.975
H: 0.251 -0.114 -2.564
H: 1.247 -0.828 -3.798
H: -0.320 -1.451 -3.546
H: 2.099 -1.833 -1.712
H: 0.872 -3.111 -2.063
H: 0.415 -1.931 -1.093
C: 0.186 1.371 0.712
C: -0.306 2.515 1.618
C: -0.479 -0.018 1.074
O: 0.247 -1.019 0.874
O: -1.652 0.030 1.493
H: -0.191 1.512 -0.304
H: 1.261 1.217 0.710
H: -1.037 2.131 2.316
H: -0.864 3.244 1.040
H: 0.547 2.906 2.172



(2)
2 unconnected molecules or ions with the total composition C5H11O2P in a non-equilibrium geometry. Source: the Open Molecules 2025 dataset; level of theory: wB97M-V/def2-TZVPD.

The calculation puts the HOMO-LUMO gap (alpha / beta) at 8.3 / 8.3 eV. The energy relative to the best compared isomer or geometry (same formula, charge and spin) comes out at 0.6245 eV. The LUMO energy (alpha / beta) is -0.1 / -0.1 eV.

Geometry (Å):
C: 2.909 0.334 0.802
C: 2.244 0.051 -0.321
C: -2.513 -1.527 0.519
C: 1.601 1.042 -1.133
C: -1.624 -0.874 -0.526
O: -1.038 2.820 0.325
O: -1.735 0.534 -0.437
P: -0.569 1.452 0.196
H: 3.372 -0.427 1.404
H: 3.006 1.351 1.142
H: 2.141 -0.981 -0.633
H: -2.225 -1.193 1.516
H: -3.550 -1.246 0.349
H: -2.422 -2.608 0.467
H: 1.225 0.749 -2.101
H: 1.959 2.056 -1.061
H: -1.946 -1.153 -1.533
H: -0.579 -1.177 -0.390
H: -0.257 0.796 1.414



(3)
A molecular structure, C5H11O2P in a non-equilibrium geometry. Source: the Open Molecules 2025 dataset; level of theory: wB97M-V/def2-TZVPD.

The multiplicity is 3. The calculation puts the HOMO-LUMO gap (alpha / beta) at 7.1 / 7.0 eV. Its expectation value of S² is 2.009. The energy relative to the best compared isomer or geometry (same formula, charge and spin) comes out at 0.0000 eV. The LUMO energy (alpha / beta) is 0.8 / -3.8 eV.

Geometry (Å):
C: 2.025 0.476 0.316
C: -0.160 -1.650 0.681
C: -1.349 -0.619 -1.273
C: 0.728 0.428 -0.436
C: -0.196 -0.580 -0.341
O: -1.406 2.334 -0.577
O: -1.487 0.857 1.550
P: -0.777 1.640 0.545
H: 1.918 0.140 1.345
H: 2.416 1.490 0.325
H: 2.752 -0.162 -0.185
H: 0.670 -1.549 1.370
H: -1.093 -1.643 1.244
H: -0.084 -2.614 0.176
H: -1.308 0.183 -2.005
H: -1.399 -1.580 -1.785
H: -2.269 -0.509 -0.693
H: 0.727 1.017 -1.349
H: 0.291 2.340 1.093



(4)
C5H11O2PS2 in the gas phase in a non-equilibrium geometry. Source: the Open Molecules 2025 dataset; level of theory: wB97M-V/def2-TZVPD.

The calculation puts the HOMO-LUMO gap at 9.1 eV. The energy relative to the best compared isomer or geometry (same formula, charge and spin) comes out at 0.2785 eV. The LUMO energy is 0.3 eV. Its SMILES is CC(C)[C@H](C=O)[P@@](O)(=S)S.

Geometry (Å):
C: 1.251 -1.985 0.302
C: 0.196 -0.878 0.627
C: 0.735 0.184 1.700
C: -0.268 -0.145 -0.686
C: 0.842 0.339 -1.607
O: 0.614 1.214 -2.443
P: -1.510 1.244 -0.620
O: -0.586 2.524 -0.658
S: -2.770 1.075 -2.028
S: -2.363 1.503 1.334
H: 1.146 -2.797 1.051
H: 2.162 -1.498 0.471
H: 1.229 -2.279 -0.762
H: -0.792 -1.331 1.054
H: 0.081 1.066 1.615
H: 0.678 -0.312 2.671
H: 1.714 0.365 1.355
H: -0.845 -1.027 -1.383
H: 1.679 -0.201 -1.579
H: -0.645 2.808 -1.576
H: -2.547 0.132 1.159



(5)
2 unconnected molecules or ions with the total composition C5H11O3 in a non-equilibrium geometry. Source: the Open Molecules 2025 dataset; level of theory: wB97M-V/def2-TZVPD.

Its net charge is -1. The calculation puts the HOMO-LUMO gap at 8.0 eV. The energy relative to the best compared isomer or geometry (same formula, charge and spin) comes out at 1.9054 eV. The LUMO energy is 3.9 eV.

Geometry (Å):
C: -0.514 2.679 -2.155
C: -0.050 1.716 -0.890
O: -0.023 2.293 0.231
O: 0.202 0.544 -1.227
H: -1.623 2.375 -2.374
H: -0.054 2.141 -3.033
H: -0.330 3.654 -2.134
C: 0.033 -2.039 1.250
C: 1.262 -1.138 1.688
C: -1.200 -1.264 1.149
O: 0.318 -2.494 -0.108
H: 0.004 -3.004 1.812
H: 1.528 -0.277 0.985
H: -1.230 -0.334 1.831
H: -1.363 -1.197 0.045
H: -2.131 -1.822 1.386
H: 0.807 -1.793 -0.551
H: 2.145 -1.655 1.926
H: 1.082 -0.569 2.693



(6)
2 unconnected molecules or ions with the total composition C5H11O3 in a non-equilibrium geometry. Source: the Open Molecules 2025 dataset; level of theory: wB97M-V/def2-TZVPD.

Its net charge is -1. The calculation puts the HOMO-LUMO gap at 8.4 eV. The energy relative to the best compared isomer or geometry (same formula, charge and spin) comes out at 1.0359 eV. The LUMO energy is 4.1 eV.

Geometry (Å):
C: -1.817 0.740 -0.567
C: -1.213 1.264 0.810
C: -0.861 1.209 -1.710
O: -2.076 -0.606 -0.466
H: -2.758 1.339 -0.548
H: -0.994 2.349 0.948
H: -1.593 1.674 -2.406
H: -0.216 1.995 -1.342
H: -0.299 0.324 -2.129
H: -1.265 -1.121 -0.369
H: -0.285 0.739 1.063
H: -1.977 1.098 1.565
C: 2.796 -1.835 0.701
C: 1.357 -1.255 0.759
O: 0.804 -1.137 -0.362
O: 1.012 -0.905 1.905
H: 3.386 -1.299 1.455
H: 3.063 -1.737 -0.358
H: 2.936 -2.836 1.051



(7)
2 unconnected molecules or ions with the total composition C5H11O3 in a non-equilibrium geometry. Source: the Open Molecules 2025 dataset; level of theory: wB97M-V/def2-TZVPD.

Its net charge is -1. The calculation puts the HOMO-LUMO gap at 8.5 eV. The energy relative to the best compared isomer or geometry (same formula, charge and spin) comes out at 0.6912 eV. The LUMO energy is 3.9 eV.

Geometry (Å):
C: 1.999 -0.002 0.305
C: 1.841 1.510 0.160
O: 1.576 -0.464 1.577
H: 1.450 -0.539 -0.477
H: 3.061 -0.267 0.199
H: 1.689 1.864 1.187
H: 0.823 -1.085 1.383
H: 0.905 1.860 -0.291
H: 2.671 2.013 -0.332
C: -1.835 -0.332 0.142
C: -1.657 0.286 -1.265
C: -1.161 -1.726 0.284
O: -1.382 -2.507 -0.657
O: -0.625 -1.966 1.406
H: -1.533 0.405 0.893
H: -2.914 -0.412 0.304
H: -1.857 1.362 -1.190
H: -2.391 -0.125 -1.957
H: -0.659 0.127 -1.670



(8)
2 unconnected molecules or ions with the total composition C5H11O3 in a non-equilibrium geometry. Source: the Open Molecules 2025 dataset; level of theory: wB97M-V/def2-TZVPD.

Its net charge is -1. The calculation puts the HOMO-LUMO gap at 8.1 eV. The energy relative to the best compared isomer or geometry (same formula, charge and spin) comes out at 0.5238 eV. The LUMO energy is 3.8 eV.

Geometry (Å):
C: -1.438 0.736 0.394
C: -2.667 1.438 0.940
C: -0.409 1.656 -0.324
O: -0.683 2.873 -0.324
O: 0.561 1.073 -0.854
H: -0.867 0.234 1.183
H: -1.773 -0.036 -0.304
H: -3.120 2.072 0.178
H: -2.351 2.104 1.745
H: -3.436 0.738 1.272
C: 1.222 -2.045 0.331
C: 1.371 -3.546 -0.020
O: 2.171 -1.318 -0.420
H: 0.222 -1.656 0.124
H: 1.426 -1.892 1.397
H: 0.429 -4.077 -0.025
H: 1.757 -0.482 -0.712
H: 2.087 -3.950 0.692
H: 1.778 -3.565 -1.031



(9)
2 unconnected molecules or ions with the total composition C5H11O3 in a non-equilibrium geometry. Source: the Open Molecules 2025 dataset; level of theory: wB97M-V/def2-TZVPD.

The multiplicity is 2. The calculation puts the HOMO-LUMO gap (alpha / beta) at 10.9 / 6.6 eV. Its expectation value of S² is 0.755. The energy relative to the best compared isomer or geometry (same formula, charge and spin) comes out at 0.7261 eV. The LUMO energy (alpha / beta) is 0.7 / -3.5 eV.

Geometry (Å):
C: 1.822 -1.120 -0.064
C: 2.781 -1.108 -1.204
C: 1.898 0.211 0.725
O: 0.450 -1.307 -0.534
H: 2.014 -1.963 0.597
H: 2.635 -0.209 -1.817
H: 1.472 0.025 1.717
H: 2.927 0.557 0.775
H: 1.227 0.912 0.233
H: -0.051 -0.489 -0.618
H: 2.660 -1.905 -1.943
H: 3.820 -1.172 -0.862
C: -1.919 0.307 1.531
C: -1.844 0.899 0.080
O: -2.990 0.933 -0.431
O: -0.798 1.433 -0.258
H: -2.871 -0.063 1.901
H: -1.543 1.073 2.195
H: -1.269 -0.574 1.445



(10)
A molecular structure, C5H11O3Yb in a non-equilibrium geometry. Source: the Open Molecules 2025 dataset; level of theory: wB97M-V/def2-TZVPD.

The multiplicity is 3. Its net charge is +1. The calculation puts the HOMO-LUMO gap (alpha / beta) at 4.8 / 3.2 eV. Its expectation value of S² is 2.017. The energy relative to the best compared isomer or geometry (same formula, charge and spin) comes out at 0.4262 eV. The LUMO energy (alpha / beta) is -3.9 / -8.3 eV.

Geometry (Å):
O: 0.013 0.548 1.062
C: 0.907 0.003 0.149
C: 0.222 -1.002 -0.761
O: 1.177 -1.956 -1.200
C: 0.748 -2.908 -2.057
C: 1.405 -4.055 -2.237
Yb: -0.962 -0.088 3.048
H: 1.780 -0.458 0.648
H: 1.351 0.793 -0.486
H: -0.243 -0.473 -1.608
H: -0.640 -1.531 -0.322
H: -0.271 -2.764 -2.436
H: 2.270 -4.317 -1.625
H: 1.000 -4.798 -2.922
O: -0.603 3.712 1.127
H: -0.407 2.751 1.247
C: -1.704 4.054 1.929
H: -1.989 5.093 1.710
H: -2.581 3.413 1.726
H: -1.472 3.983 3.007



(11)
2 unconnected molecules or ions with the total composition C5H11O4 in a non-equilibrium geometry. Source: the Open Molecules 2025 dataset; level of theory: wB97M-V/def2-TZVPD.

The multiplicity is 2. The calculation puts the HOMO-LUMO gap (alpha / beta) at 10.0 / 6.9 eV. Its expectation value of S² is 0.753. The energy relative to the best compared isomer or geometry (same formula, charge and spin) comes out at 3.3887 eV. The LUMO energy (alpha / beta) is 0.8 / -2.3 eV.

Geometry (Å):
H: 2.769 0.978 4.372
O: 1.875 0.838 4.020
H: 1.814 -2.349 6.705
C: 0.952 -1.753 6.385
H: 1.209 -1.211 5.478
C: -0.166 -2.714 6.141
C: -1.375 -2.335 5.668
C: -2.453 -3.363 5.483
C: -1.682 -0.860 5.445
H: -0.754 -0.244 5.357
H: -2.282 -0.795 4.517
O: -2.506 -0.445 6.543
O: 0.634 -0.758 7.355
O: 0.506 -1.614 8.530
H: -0.411 -1.402 8.776
H: 0.048 -3.773 6.298
H: -3.415 -2.876 5.273
H: -2.200 -4.050 4.657
H: -2.547 -3.990 6.386
H: -2.284 0.477 6.744



(12)
2 unconnected molecules or ions with the total composition C5H11O4 in a non-equilibrium geometry. Source: the Open Molecules 2025 dataset; level of theory: wB97M-V/def2-TZVPD.

The multiplicity is 2. The calculation puts the HOMO-LUMO gap (alpha / beta) at 10.2 / 7.0 eV. Its expectation value of S² is 0.754. The energy relative to the best compared isomer or geometry (same formula, charge and spin) comes out at 1.5916 eV. The LUMO energy (alpha / beta) is 0.4 / -2.7 eV.

Geometry (Å):
H: 1.559 0.478 4.771
O: 0.835 -0.129 4.449
H: -0.803 -0.433 4.696
C: -1.778 -0.974 4.545
C: -1.492 -2.056 3.529
C: -2.116 -1.798 2.217
O: -2.733 -2.708 3.141
C: -1.762 -2.470 0.925
O: -2.947 -2.747 0.198
C: -0.249 -2.869 3.638
O: -2.144 -1.568 5.781
H: -2.586 -0.312 4.139
H: -2.657 -0.842 2.141
H: -1.028 -1.800 0.456
H: -1.213 -3.369 1.180
H: -2.731 -3.154 -0.636
H: 0.580 -2.176 3.752
H: -0.236 -3.485 4.541
H: -0.009 -3.518 2.791
H: -1.930 -0.952 6.524